ORCA calculation (the ωB97M-V functional and the def2-TZVPD basis) on C16H30GeN5OSV as an isolated structure in a non-equilibrium geometry.

Structure (ORCA input):
```
! RIJCOSX wB97M-V def2-TZVPD def2/J DEFGRID3
* xyz -1 4
V 0.52271 -0.44521 -0.79732
N 2.63184 -4.20453 -0.40162
C 2.24374 -2.88788 -0.59081
S 1.24073 -2.53435 -1.99445
N 2.70740 -2.04430 0.28020
N 2.28552 -0.72806 -0.00053
C 3.06276 0.18748 0.44745
C 2.86020 1.60877 0.19434
C 3.63706 2.52968 0.90531
C 3.53906 3.88911 0.69172
C 2.63489 4.34560 -0.27974
C 1.87069 3.46819 -1.01115
C 1.95964 2.06593 -0.81814
O 1.29442 1.25810 -1.56936
H 2.04082 -4.88365 -0.85126
H 2.90682 -4.41912 0.54328
H 3.92631 -0.14081 1.02709
H 4.33484 2.14859 1.64555
H 4.14773 4.58363 1.25509
H 2.53626 5.41050 -0.46113
H 1.17849 3.81779 -1.76711
N 0.63478 -0.33957 2.20575
C -0.39206 0.03473 3.15491
C -1.27401 -1.14144 3.52825
C -2.14126 -1.73311 2.42014
C -1.55077 -2.83150 1.53679
N -0.95769 -2.32948 0.30156
H 1.30111 -1.00732 2.57495
H 1.14744 0.45869 1.85089
H -1.01267 0.80343 2.68463
H -0.00312 0.47248 4.08794
H -1.94337 -0.78894 4.32085
H -0.66263 -1.93211 3.98558
H -2.50410 -0.92486 1.77806
H -3.02657 -2.15637 2.90563
H -2.34509 -3.56138 1.33489
H -0.77088 -3.36790 2.08753
H -1.67554 -1.89881 -0.27614
H -0.54375 -3.06212 -0.26967
C -0.97317 1.35205 -3.62457
Ge -1.99680 0.75755 -2.07369
C -3.64148 1.83679 -2.12739
C -2.64402 -1.04126 -2.57260
C -1.16278 0.76187 -0.31871
H -1.63400 1.30658 -4.49421
H -0.10154 0.72081 -3.79271
H -0.61409 2.37176 -3.48818
H -4.10445 1.79375 -3.11719
H -3.41157 2.87860 -1.89421
H -4.35751 1.47362 -1.38736
H -3.16092 -0.97143 -3.53315
H -3.35187 -1.43575 -1.83766
H -1.82526 -1.75763 -2.67909
H -1.93743 0.42328 0.38042
H -0.92486 1.80955 -0.09967
*
```

Results
⟨S²⟩ = 3.770
LUMO level (alpha / beta) = 2.924 / 2.925 eV
HOMO (alpha / beta) = -2.70 / -4.41 eV
Frontier orbital gap (alpha / beta) = 5.619 / 7.334 eV

ORCA calculation (the ωB97M-V functional and the def2-TZVPD basis) on a 6-piece molecular cluster, C16H30N4O23PS7 overall in a non-equilibrium geometry.

Structure (ORCA input):
```
! RIJCOSX wB97M-V def2-TZVPD def2/J DEFGRID3
* xyz -1 1
N 1.42805 3.87761 3.31994
N 1.87331 4.42353 2.05931
C 1.08737 3.98576 0.90756
C 0.08043 5.07920 0.44055
C -0.85005 5.57138 1.58322
S -2.47565 6.09534 0.84971
C -3.23816 4.51219 0.56090
N -3.64612 3.99658 -0.54792
N -4.11300 2.74791 -0.16877
C -3.96132 2.59368 1.08672
O -3.40181 3.71745 1.64904
P 0.28813 2.29675 1.08037
S -0.71600 1.85407 -0.55705
C 2.13236 3.84216 -0.28900
O 3.12612 3.08545 -0.14024
O 1.92314 4.46392 -1.34973
H 0.42234 3.97734 3.43083
H 1.81674 4.50390 4.02611
H 2.84180 4.12578 1.96828
H 0.68619 5.93508 0.10611
H -0.45901 4.70555 -0.43934
H -1.10977 4.69787 2.20697
H -0.43063 6.38085 2.19000
H -4.19770 1.72479 1.69259
H -0.48346 2.14075 2.25068
H 1.35450 1.38480 1.11621
C -6.52219 1.52764 -2.69292
C -5.20785 0.78665 -2.66102
O -5.49596 -0.49216 -3.25258
S -6.63478 -0.31332 -4.37211
O -6.01367 -0.21946 -5.64149
O -7.68385 -1.23519 -4.10104
O -7.12419 1.15660 -3.93903
H -7.18150 1.20289 -1.88401
H -6.38948 2.60534 -2.63973
H -4.82291 0.66795 -1.65351
H -4.45706 1.28343 -3.27864
C -5.68889 3.79946 -9.06162
C -6.23944 4.52220 -7.84926
O -7.16969 3.60543 -7.27055
S -6.65310 2.09221 -7.51976
O -5.97334 1.64112 -6.36872
O -7.71083 1.35690 -8.11381
O -5.55849 2.43721 -8.65558
H -6.39040 3.84116 -9.89891
H -4.72538 4.19378 -9.37709
H -6.73399 5.45503 -8.11011
H -5.45491 4.72004 -7.11451
C 3.28703 -0.84018 5.32042
C 3.28087 -1.71833 4.08691
O 2.30611 -1.12618 3.22364
S 2.29876 0.46857 3.44199
O 3.10281 1.06070 2.44119
O 0.96719 0.87121 3.70955
O 3.12807 0.49143 4.82720
H 2.44022 -1.06773 5.97323
H 4.21235 -0.92691 5.88612
H 3.02032 -2.74803 4.31017
H 4.24383 -1.69151 3.57472
C 6.04283 -2.80239 0.66751
C 6.01778 -4.14756 -0.02745
O 5.27100 -4.99859 0.84946
S 4.14949 -4.12422 1.60820
O 2.92067 -4.27381 0.91957
O 4.27599 -4.35189 3.00023
O 4.74965 -2.67056 1.25721
H 6.78774 -2.78255 1.46724
H 6.23092 -1.98218 -0.02158
H 7.01449 -4.54972 -0.19300
H 5.48556 -4.09147 -0.98006
C 5.32715 -9.70593 2.97195
C 5.49200 -9.61433 4.47514
O 5.25377 -8.23979 4.78432
S 4.16944 -7.63898 3.74999
O 2.89237 -7.67725 4.36394
O 4.70102 -6.45650 3.17798
O 4.24046 -8.83156 2.66519
H 6.21650 -9.34179 2.45183
H 5.10423 -10.71802 2.64133
H 6.48374 -9.91396 4.80543
H 4.73979 -10.21455 4.99335
*
```

Results
LUMO level = 1.413 eV
HOMO = -4.55 eV
Frontier orbital gap = 5.961 eV

ORCA calculation (the ωB97M-V functional and the def2-TZVPD basis) on a 7-piece molecular cluster, C16H30O12 overall in a non-equilibrium geometry.

Structure (ORCA input):
```
! RIJCOSX wB97M-V def2-TZVPD def2/J DEFGRID3
* xyz 0 1
C -1.83871 2.31157 3.02269
C -2.33623 2.54530 1.62481
O -3.47588 2.43045 1.30981
O -1.36600 3.02692 0.73346
C -0.94450 2.16799 -0.25313
O -1.53465 1.18147 -0.56727
C 0.32373 2.63690 -0.92837
C 1.65130 1.96990 -0.41431
C 1.57632 1.06975 0.82218
C 0.83275 -0.24948 0.71504
C 0.10467 -0.66992 1.82993
C -0.60535 -1.85534 1.80291
C -0.61594 -2.64786 0.65931
C 0.11216 -2.25087 -0.45181
C 0.13508 -3.05851 -1.73048
C 0.82913 -1.05263 -0.41432
C 2.51526 1.47558 -1.57860
C 3.33013 2.69650 -2.02852
O 2.70886 3.46119 -3.03450
O 3.49588 3.44830 -0.85795
C 2.49497 3.19251 0.03728
O 2.33611 3.87595 0.99830
H -1.83063 3.28109 3.52470
H -2.54835 1.68031 3.54605
H -0.82896 1.91154 3.05211
H 0.18920 2.39913 -1.98181
H 0.38277 3.72082 -0.83266
H 2.61745 0.83458 1.07702
H 1.19751 1.64344 1.66852
H 0.08798 -0.07607 2.73556
H -1.15268 -2.16539 2.67953
H -1.18098 -3.57044 0.62083
H 1.16012 -3.14893 -2.08654
H -0.34032 -4.02634 -1.59634
H -0.41555 -2.48551 -2.47622
H 1.37728 -0.77325 -1.30357
H 3.24903 0.77139 -1.17432
H 1.97557 0.93765 -2.35609
H 4.29162 2.36942 -2.41902
H 1.89225 3.03049 -3.29955
O 0.59685 -1.42683 -4.48035
H 0.54565 -0.46759 -4.50863
H 0.45747 -1.68860 -5.40131
O -1.30551 5.43538 2.87058
H -0.95830 6.29230 2.60276
H -1.36817 4.95045 2.04029
O -1.22182 -1.48096 -6.60435
H -1.49887 -0.62902 -6.95572
H -1.97919 -1.79336 -6.09833
O -0.84156 -2.30588 4.97639
H -1.56640 -2.39096 5.60558
H -0.11693 -2.79614 5.38137
O -1.54579 -5.91258 -1.24051
H -1.23256 -6.80755 -1.40515
H -2.37238 -6.02986 -0.76171
O -1.53954 -5.28870 4.34043
H -1.68443 -4.33843 4.25396
H -2.41759 -5.66279 4.46020
*
```

Results
SMILES string = CC(=O)OC(=O)C[C@@]1(Cc2cccc(C)c2)C[C@@H](O)OC1=O.O.O.O.O.O.O
LUMO level = 0.119 eV
HOMO = -8.54 eV
Frontier orbital gap = 8.661 eV

ORCA calculation (the ωB97M-V functional and the def2-TZVPD basis) on a 4-piece molecular cluster, C16H30O12PS overall in a non-equilibrium geometry.

Structure (ORCA input):
```
! RIJCOSX wB97M-V def2-TZVPD def2/J DEFGRID3
* xyz 1 1
C 0.25285 1.48000 -0.50002
C -0.81842 0.51995 -0.02430
O -0.21210 -0.34607 0.93439
C -1.30156 -0.42046 -1.11651
O -1.48664 0.30400 -2.36969
S -3.05267 0.46776 -2.76648
P -4.28336 1.40764 -1.28262
C -4.44820 0.19552 0.07597
O -3.43388 2.66909 -0.69394
H 1.15737 0.89942 -0.62786
H -0.01642 2.04171 -1.38759
H 0.45228 2.20503 0.27793
H -1.63608 1.04869 0.45880
H -0.55826 -0.05855 1.79369
H -0.50001 -1.12849 -1.28474
H -2.17662 -1.00167 -0.83898
H -2.97261 1.45570 -3.68638
H -3.61498 0.24554 0.76738
H -4.52658 -0.80210 -0.34257
H -5.34728 0.42489 0.63057
H -4.09902 3.23181 -0.25419
C -0.25238 4.76152 -3.74871
C 1.15859 5.16084 -3.40168
C 1.83237 6.06605 -4.40677
O 3.21100 5.71997 -4.24434
C 3.26491 4.44206 -3.79405
O 4.24631 3.78271 -3.74123
O 2.02474 4.01283 -3.41865
H -0.68764 4.18987 -2.92630
H -0.88109 5.63105 -3.93882
H -0.25955 4.11701 -4.62921
H 1.19095 5.59922 -2.40049
H 1.67754 7.12180 -4.19917
H 1.53731 5.85262 -5.43741
C 1.83700 -2.57447 5.80968
C 0.91619 -1.42420 5.48732
C 0.48769 -1.35277 4.04134
O 0.26798 0.06069 3.86633
C 1.05969 0.71547 4.75812
O 1.25736 1.88511 4.74360
O 1.58382 -0.15420 5.65190
H 2.03164 -2.62170 6.88053
H 1.39554 -3.52072 5.49684
H 2.79966 -2.44598 5.31409
H 0.05038 -1.43420 6.15497
H -0.41996 -1.89818 3.83921
H 1.26388 -1.66991 3.34653
C 0.82429 -6.60617 -0.69581
C 0.39974 -5.16619 -0.54718
C 1.53255 -4.16689 -0.57920
O 1.01590 -3.09702 0.23198
C 0.12739 -3.63828 1.09842
O -0.33327 -3.07289 2.03986
O -0.15914 -4.91484 0.75708
H -0.04622 -7.25808 -0.75594
H 1.42006 -6.74284 -1.59794
H 1.40549 -6.92601 0.16895
H -0.36357 -4.91810 -1.29093
H 1.75932 -3.81041 -1.58082
H 2.44575 -4.54419 -0.11498
*
```

Results
LUMO level = -4.402 eV
HOMO = -12.57 eV
Frontier orbital gap = 8.167 eV

Quick rundown of molecular weight, same order as above: 464.07, 901.86, 414.40, 477.44 g/mol